# 1
ORCA calculation (the ωB97M-V functional and the def2-TZVPD basis) on a 2-piece molecular cluster, C3H5NO2S overall in a non-equilibrium geometry.

Structure (XYZ):
```
12
Properties=species:S:1:pos:R:3:forces:R:3:lowdin_charge:R:1
C -0.13523 -1.13438 0.23892 -1.9 -0.6 -2.1 -0.52
C -0.39340 -0.12886 1.33354 0.6 -0.9 4.7 -0.45
C -0.52424 -0.31004 -1.04989 1.2 0.4 -1.8 -0.42
H 1.78714 -0.77940 1.47254 -1.7 -2.5 -3.7 0.33
H -0.89913 -2.01814 0.10071 1.1 1.5 1.0 0.18
H -1.42220 0.06358 1.89610 1.9 -0.2 -2.1 0.13
H 0.16786 -0.76722 2.18707 -0.7 2.1 -1.1 0.10
H -0.76803 1.93975 -1.51628 0.8 -2.1 1.9 0.12
N -0.64447 1.18449 -0.73450 1.1 -1.3 -0.4 -0.21
O 1.14655 -1.71499 0.26113 0.8 3.5 3.3 -0.14
O -0.68342 -0.91472 -2.10945 -0.2 2.5 2.1 0.07
S 0.51612 1.48421 0.79078 -3.1 -2.3 -1.9 0.80
```
Positions in Å, forces in eV/Å.

The charge is 0. The calculation puts the maximum force at 4.87 eV/Å. The HOMO energy is -9.292 eV. The molar mass comes out at 119.14 g/mol. The calculation puts the total energy at -19606.1379 eV. Its energy above the lowest of the compared OMol25 structures with the same formula, charge and spin is 146.97 kcal per mole.


# 2
ORCA calculation (the ωB97M-V functional and the def2-TZVPD basis) on a 2-piece molecular cluster, C3H4ClF overall in a non-equilibrium geometry.

Structure (XYZ):
```
9
Properties=species:S:1:pos:R:3:forces:R:3:lowdin_charge:R:1
C 0.81717 -0.51659 0.02967 -1.5 1.5 3.6 -0.11
C 0.14161 0.72087 -0.33911 -1.3 -0.5 1.7 -0.37
C -0.67134 -0.50877 -0.38081 0.1 0.8 -1.4 -0.63
F 0.27946 1.56388 -1.32614 0.6 0.4 -0.8 0.09
Cl -1.83934 -0.62712 0.94557 -0.1 -0.6 -0.6 0.56
H 1.52957 -0.84507 -0.58215 2.6 -1.8 -2.7 0.05
H 1.11236 -0.64914 1.13404 -0.8 0.2 -1.8 0.14
H -0.42242 1.67403 1.99726 0.1 -0.1 -0.5 0.11
H -0.94707 -0.81209 -1.47833 0.2 0.1 2.5 0.16
```
Positions in Å, forces in eV/Å.

The charge is 0. The calculation puts the maximum force at 4.19 eV/Å. The HOMO energy (alpha / beta) is -10.063 / -8.916 eV. The molar mass comes out at 94.52 g/mol. The calculation puts the total energy at -18409.2833 eV. Its energy above the lowest of the compared OMol25 structures with the same formula, charge and spin is 133.53 kcal per mole.


# 3
ORCA calculation (the ωB97M-V functional and the def2-TZVPD basis) on a 2-piece molecular cluster, C2H8N2 overall in a non-equilibrium geometry.

Structure (XYZ):
```
12
Properties=species:S:1:pos:R:3:forces:R:3:lowdin_charge:R:1
C 3.84618 -1.73137 -0.77343 -0.5 -0.1 -0.6 -0.14
N 3.00358 -0.94850 -1.33857 3.8 -0.4 0.6 0.04
H 4.86422 -1.52389 -0.94863 1.4 0.9 -0.6 0.02
H 3.93757 -2.69457 -0.19613 -1.9 0.7 -0.1 0.08
H 2.05844 -1.02821 -1.19111 -2.8 -1.1 0.7 -0.01
C -2.02979 1.12288 1.00814 -2.0 1.7 -0.7 -0.17
N -3.34815 0.95751 0.24019 -0.7 1.7 1.7 -0.11
H -1.33751 1.57637 0.33297 1.0 0.2 -0.2 0.04
H -1.73295 0.17271 1.31036 0.7 -1.7 0.3 0.02
H -2.00168 1.75389 1.95844 -0.9 -0.6 -1.4 0.09
H -4.00577 1.81533 0.28626 1.9 -2.1 -0.5 0.08
H -3.25413 0.52784 -0.68849 0.1 0.8 0.8 0.04
```
Positions in Å, forces in eV/Å.

The charge is 0. The calculation puts the maximum force at 3.89 eV/Å. The HOMO energy is -8.912 eV. Its structure (SMILES) is C=N.CN. The molar mass comes out at 60.10 g/mol. The calculation puts the total energy at -5181.6118 eV. Its energy above the lowest of the compared OMol25 structures with the same formula, charge and spin is 49.03 kcal per mole.


# 4
ORCA calculation (the ωB97M-V functional and the def2-TZVPD basis) on a 11-piece molecular cluster, C5H32NO10 overall in a non-equilibrium geometry.

Structure (XYZ):
```
48
Properties=species:S:1:pos:R:3:forces:R:3:lowdin_charge:R:1
C 2.23408 2.71373 0.60869 0.6 0.6 0.0 -0.14
C 1.32142 2.25377 1.72563 1.4 -1.2 0.3 -0.15
C 1.61297 0.87621 2.33090 -0.9 -0.9 -1.1 -0.16
C -0.22110 -0.17925 0.83817 1.9 2.0 1.5 0.00
C 0.81589 -0.25795 1.70035 -0.7 -0.1 -0.3 -0.13
N 1.80298 2.37427 -0.75262 0.6 -1.3 -0.9 0.19
H 2.29054 3.77200 0.70066 -0.5 1.1 -0.4 0.12
H 3.29247 2.50252 0.66071 0.2 -1.0 0.4 0.14
H 0.30562 2.28139 1.37007 -0.5 0.7 0.4 0.08
H 1.58068 2.93611 2.51417 -0.8 0.7 0.4 0.12
H 2.64861 0.57933 2.19668 0.4 0.1 -0.1 0.11
H 1.48858 0.84652 3.39425 -0.3 0.3 0.7 0.11
H -0.73846 0.77383 0.74777 0.2 0.1 -0.7 0.04
H -0.44199 -0.90706 0.13431 -1.0 -1.7 -0.5 0.02
H 1.12824 -1.24709 2.01969 0.5 -0.2 -0.5 0.10
H 0.83512 2.22942 -0.85894 -1.9 0.1 0.3 0.12
H 2.14658 1.45665 -1.09714 0.5 -0.4 0.4 0.11
H 2.02356 2.99117 -1.51107 0.5 0.9 -0.4 0.15
H -0.42142 -1.73679 -2.06397 -0.9 -0.1 0.0 0.04
H -1.98319 -1.94196 -1.68477 0.8 0.4 -0.3 0.04
O -1.33869 -1.47256 -2.26742 0.0 -0.4 0.5 -0.06
H -3.61760 -2.32999 0.66922 0.7 0.3 -0.3 0.03
H -4.22886 -1.55389 -0.46686 0.7 0.0 0.0 0.07
O -3.35127 -1.79560 -0.10609 -1.2 -0.3 0.2 -0.07
H -2.21658 0.95637 -3.84594 0.9 0.0 1.3 0.10
H -1.62413 0.27925 -2.53676 -0.2 -1.0 0.0 -0.02
O -1.67857 1.09947 -3.02374 -0.8 1.1 -1.3 -0.07
H 2.86215 -0.67600 -0.31491 -0.2 -2.9 5.0 -0.04
H 2.78031 -0.94219 -1.81704 0.1 0.6 1.0 0.05
O 2.88965 -0.25621 -1.08578 0.0 2.6 -6.0 -0.02
H -1.91416 0.22308 2.12528 0.7 -0.3 -1.7 -0.04
H -2.63339 -0.79060 2.95205 -1.4 -2.2 -0.7 -0.05
O -2.26019 0.04054 2.96723 0.4 3.2 2.3 0.01
H -3.28333 -2.45346 3.24543 -0.6 -0.7 -0.1 0.07
H -1.86802 -2.27205 3.08964 1.0 -0.4 -0.3 0.05
O -2.59483 -2.66943 2.60262 -0.4 0.3 0.7 -0.04
H 0.90866 1.21500 -4.05711 0.2 -2.0 -1.8 0.00
H -0.04619 1.82629 -3.04973 1.7 0.1 -1.5 0.04
O 0.89113 1.92105 -3.47007 -1.8 2.0 3.2 -0.07
H 1.61529 -2.79150 -2.06888 1.2 -0.2 -0.4 0.02
H 3.17336 -3.08141 -2.03951 -0.3 0.0 -0.1 0.07
O 2.48734 -2.56636 -2.48708 -0.6 0.2 0.3 -0.06
H -2.39413 1.93631 1.94358 -0.3 -0.5 0.7 -0.01
H -2.78750 3.32461 1.59277 -0.2 0.4 -0.1 0.05
O -2.16990 2.63754 1.34557 0.4 0.3 -0.5 -0.03
H -0.42949 -3.74208 -0.74277 -1.0 0.4 0.3 0.05
H 0.70848 -4.60259 -0.93091 1.4 -2.5 0.5 0.04
O 0.39928 -3.78040 -1.19628 -0.5 2.1 -0.7 0.00
```
Positions in Å, forces in eV/Å.

The charge is +1. The calculation puts the maximum force at 6.51 eV/Å. The HOMO energy is -12.594 eV. The molar mass comes out at 266.31 g/mol. The calculation puts the total energy at -27662.4705 eV. Its energy above the lowest of the compared OMol25 structures with the same formula, charge and spin is 61.92 kcal per mole.


# 5
ORCA calculation (the ωB97M-V functional and the def2-TZVPD basis) on C33H57BrN4O8P2Pd as an isolated structure.

Structure (XYZ):
```
106
Properties=species:S:1:pos:R:3:forces:R:3:mulliken_spin:R:1
Pd 2.07316 -0.69364 0.35178 0.4 0.2 -0.3 1.46
C 5.18830 3.45709 -2.37177 -0.1 0.0 0.0 0.00
C 3.77832 3.02781 -2.69579 0.1 0.0 -0.1 0.00
C 3.22847 3.64479 -3.95994 0.0 0.0 0.0 0.00
O 2.92432 3.47815 -1.56543 -0.1 0.0 0.1 0.01
P 1.93206 2.61412 -0.75584 -0.1 0.1 -0.1 0.03
O 2.49764 1.31657 -0.24473 0.1 -0.1 0.0 0.05
C 0.52952 2.20516 -1.82812 0.0 -0.1 0.1 0.00
P -0.69489 1.15451 -1.04622 0.1 0.2 -0.1 -0.01
O -0.07180 0.05665 -0.19961 -0.3 -0.3 0.2 0.05
O -1.57500 0.45264 -2.12144 0.0 0.0 0.1 0.00
C -2.41046 1.22193 -3.09685 -0.1 0.0 -0.1 0.00
C -3.80842 0.66354 -3.00319 0.0 0.0 0.0 0.00
C -1.78189 1.07481 -4.46090 0.0 0.0 0.0 0.00
O -1.53209 2.18272 -0.23268 0.0 0.0 0.0 0.00
C -2.52322 1.83456 0.80367 -0.1 0.0 0.0 -0.01
C -3.69746 2.76500 0.62296 0.0 0.0 0.0 0.00
C -1.84017 1.96687 2.14676 0.0 0.0 0.0 0.00
O 1.42247 3.49020 0.40937 0.0 -0.2 0.0 0.00
C 1.42829 4.98762 0.47220 0.0 0.2 0.0 0.00
C 1.06900 5.33731 1.89280 0.0 0.0 0.0 0.00
C 0.46997 5.54023 -0.55494 0.0 0.0 0.0 0.00
H 5.86335 3.10601 -3.15017 0.0 0.0 0.0 0.00
H 5.51777 3.05432 -1.41484 0.0 0.0 0.0 0.00
H 5.25428 4.54341 -2.32881 0.0 0.0 0.0 0.00
H 3.70820 1.93512 -2.72904 0.0 0.0 0.0 0.00
H 3.22050 4.73055 -3.87657 0.0 0.0 0.0 0.00
H 2.21613 3.30451 -4.17965 0.0 0.0 0.0 0.00
H 3.86487 3.37550 -4.80182 0.0 0.0 0.0 0.00
H 0.91977 1.69574 -2.71220 0.0 0.0 0.0 0.00
H 0.03463 3.12770 -2.13832 0.0 0.0 -0.1 0.00
H -2.40267 2.26618 -2.77354 0.0 0.0 0.0 0.00
H -3.81404 -0.38982 -3.28302 0.0 0.0 0.0 0.00
H -4.45997 1.20079 -3.69106 0.0 0.0 0.0 0.00
H -4.21605 0.77014 -1.99851 0.0 0.0 0.0 0.00
H -1.73716 0.02601 -4.75155 0.0 0.0 0.0 0.00
H -0.77666 1.49221 -4.49517 0.0 0.0 0.0 0.00
H -2.38591 1.60682 -5.19488 0.0 0.0 0.0 0.00
H -2.82963 0.79637 0.62694 0.0 0.0 0.0 0.00
H -3.37957 3.79992 0.74207 0.0 0.0 0.0 0.00
H -4.45254 2.55330 1.37917 0.0 0.0 0.0 0.00
H -4.15381 2.65150 -0.35850 0.0 0.0 0.0 0.00
H -1.62604 3.01202 2.36426 0.0 0.0 0.0 0.00
H -0.89797 1.41816 2.15420 0.0 -0.1 0.0 0.00
H -2.49287 1.58639 2.93261 0.0 0.0 0.0 0.00
H 2.45249 5.28931 0.24895 0.0 -0.1 0.0 0.00
H 0.03879 5.06040 2.11625 0.0 0.0 0.0 0.00
H 1.16569 6.41420 2.02669 0.0 0.0 0.0 0.00
H 1.73462 4.84724 2.60060 0.0 0.0 0.0 0.00
H -0.53995 5.16340 -0.38774 0.0 0.0 0.0 0.00
H 0.78713 5.31337 -1.57328 0.0 0.0 0.0 0.00
H 0.44249 6.62556 -0.46136 0.0 0.0 0.0 0.00
C 1.19494 -0.08972 3.39731 0.0 0.1 0.0 -0.01
O 0.46004 -0.92349 2.45750 -0.4 -0.2 0.2 0.04
C -0.51295 -1.70506 2.97987 0.1 0.1 0.1 0.12
C -0.59081 -2.05764 4.30785 0.0 0.0 -0.2 0.02
C -1.61913 -2.90990 4.73573 0.1 0.0 0.0 0.19
Br -1.73387 -3.42364 6.48222 0.0 0.0 0.0 0.20
C -2.58605 -3.40234 3.81916 0.0 0.0 -0.2 0.18
C -2.55129 -3.02818 2.49302 -0.1 -0.1 0.1 0.05
C -1.53064 -2.14774 2.04419 0.1 0.1 -0.1 0.16
O -1.54487 -1.75416 0.79993 -0.2 0.1 0.3 0.15
C -3.61722 -3.55068 1.62905 0.1 0.0 0.1 0.15
N -4.56294 -4.35810 2.14325 -0.1 0.0 0.0 0.06
C -5.37217 -4.65265 1.12770 0.0 0.0 0.1 0.20
C -6.53174 -5.49547 1.12452 -0.1 0.0 -0.1 0.14
C -7.16236 -5.68933 -0.07143 0.0 0.0 0.1 0.00
C -6.69056 -5.06003 -1.24553 0.0 0.0 0.0 0.23
C -5.54298 -4.22342 -1.27306 0.1 0.1 0.1 0.11
C -4.92448 -4.02247 -0.07595 0.1 -0.1 -0.1 0.02
N -3.78071 -3.32427 0.31579 -0.1 0.1 -0.1 0.00
H 1.86012 -0.70261 4.00383 0.0 0.0 0.0 0.01
H 0.49141 0.46136 4.01992 0.0 0.0 0.0 0.01
H 1.76460 0.60998 2.78657 -0.1 0.0 0.1 -0.01
H 0.13420 -1.71467 5.02894 0.1 0.0 0.0 0.00
H -3.36846 -4.06372 4.16346 0.0 0.0 0.0 0.00
H -0.97719 -0.93562 0.53438 0.4 -0.2 -0.1 -0.04
H -6.88290 -5.93619 2.04709 0.0 -0.1 0.0 -0.01
H -8.03846 -6.31875 -0.13154 0.0 0.0 0.0 0.01
H -7.23153 -5.21243 -2.17059 0.0 0.0 0.0 0.00
H -5.19837 -3.79894 -2.20509 0.0 0.0 0.0 0.01
H -3.21231 -2.71076 -0.24934 0.0 -0.1 0.0 0.00
C 4.46994 -0.87494 2.17535 0.1 0.0 0.0 0.00
N 4.30982 -0.91245 0.70889 -0.3 0.1 0.2 0.22
C 5.11551 0.17096 0.11072 0.1 0.0 0.0 -0.03
C 4.74260 -2.21263 0.15658 0.0 -0.1 0.0 -0.01
C 3.66929 -3.26119 0.34587 0.1 0.0 0.0 0.02
N 2.36124 -2.80271 -0.17741 -0.2 0.2 -0.2 0.17
C 1.31145 -3.73240 0.27423 -0.1 0.0 0.0 -0.02
C 2.35565 -2.73479 -1.65694 0.0 -0.1 -0.1 0.00
H 5.51831 -1.02762 2.44902 0.0 0.0 0.0 0.01
H 3.87516 -1.65938 2.64471 0.0 0.0 0.0 0.00
H 4.15917 0.10078 2.54581 0.0 0.0 0.0 0.00
H 6.17222 -0.00941 0.32821 0.0 0.0 0.0 0.01
H 4.81698 1.12635 0.52675 0.0 0.0 0.0 0.00
H 4.97202 0.18438 -0.96752 0.0 0.0 0.0 0.00
H 5.66247 -2.53911 0.65348 0.0 0.0 -0.1 0.01
H 4.98482 -2.07626 -0.89763 0.0 0.0 0.0 0.00
H 3.53712 -3.49394 1.40376 0.0 0.0 0.0 0.00
H 3.95467 -4.19143 -0.15600 0.0 0.0 0.0 0.00
H 1.54655 -4.75011 -0.04983 0.0 0.0 0.0 0.01
H 0.35500 -3.43985 -0.15700 0.0 0.0 0.0 0.00
H 1.25413 -3.72189 1.36279 0.0 0.0 0.0 0.01
H 2.57750 -3.71592 -2.08823 0.0 0.0 0.0 0.01
H 3.10477 -2.02647 -2.01069 0.0 0.0 0.0 0.00
H 1.37025 -2.41433 -1.99745 0.0 0.0 0.0 0.00
```
Positions in Å, forces in eV/Å.

Its spin multiplicity is 5. The charge is +4. The calculation puts the maximum force at 0.58 eV/Å. The HOMO energy (alpha / beta) is -18.776 / -19.163 eV. The molar mass comes out at 886.11 g/mol. The calculation puts the total energy at -149553.4299 eV. Its energy above the lowest of the compared OMol25 structures with the same formula, charge and spin is 0.00 kcal per mole.


# 6
ORCA calculation (the ωB97M-V functional and the def2-TZVPD basis) on one molecule with the formula C5H7NO.

Structure (XYZ):
```
14
Properties=species:S:1:pos:R:3:forces:R:3:lowdin_charge:R:1
O 1.97860 -0.77001 -1.29130 -0.2 0.2 -0.2 -0.02
C 1.08565 0.06148 -1.27131 0.0 -0.2 -0.3 -0.36
C 0.60046 0.57937 0.80298 0.1 0.2 0.3 -0.06
C -0.38055 -0.39931 -1.14552 0.0 0.0 -0.1 -0.10
N -0.71245 -0.23293 0.28536 -0.1 -0.1 -0.2 -0.10
C -0.76005 1.13369 0.87744 -0.2 0.2 0.1 -0.09
C 0.24905 -0.76558 1.29085 0.1 -0.2 0.1 -0.08
H 1.23334 1.11976 -1.55017 0.1 -0.2 0.0 0.12
H -1.09454 0.18787 -1.73288 0.2 -0.1 0.1 0.12
H -0.45820 -1.45735 -1.41004 -0.1 0.2 0.0 0.13
H -1.01950 1.92296 0.16871 0.1 -0.1 0.2 0.11
H -1.34002 1.14840 1.80273 0.0 -0.1 -0.1 0.11
H -0.23944 -0.93439 2.25278 0.0 0.0 -0.1 0.11
H 0.85765 -1.59397 0.92038 0.0 0.2 0.2 0.12
```
Positions in Å, forces in eV/Å.

The charge is 0. The calculation puts the maximum force at 0.39 eV/Å. The HOMO energy is -8.328 eV. The molar mass comes out at 97.12 g/mol. The calculation puts the total energy at -8830.9338 eV. Its energy above the lowest of the compared OMol25 structures with the same formula, charge and spin is 121.51 kcal per mole.